[1]
C11H21IInO4 as an isolated structure in a non-equilibrium geometry, computed with ωB97M-V with the def2-TZVPD basis set.

Each line ends with the Mulliken charge.
Geometry (Å):
C (2.3199, 0.6679, 2.5258)  -1.2642
C (1.0117, 1.2412, 1.8685)  -0.1113
C (-0.0699, 1.2636, 3.0144)  -0.9173
In (-1.1824, -0.7318, 2.8141)  0.8133
I (-1.3844, 2.9654, 2.5806)  -0.1964
H (2.0283, -0.3061, 2.9520)  0.2309
H (3.1068, 0.5757, 1.7633)  0.3301
H (2.5863, 1.3404, 3.3550)  0.4046
H (0.6966, 0.5473, 1.0690)  -0.0553
H (1.1701, 2.2397, 1.4330)  0.4273
H (0.4085, 1.3586, 4.0046)  0.5741
H (-2.0927, -1.1612, 4.2982)  -0.3723
H (0.1470, -1.9263, 2.5206)  -0.3744
H (-2.1862, -0.6070, 1.3366)  -0.4023
O (-0.0746, -3.5194, 0.2797)  -0.5386
C (0.9380, -3.1157, -0.1969)  0.4086
O (2.1742, -3.5148, 0.2107)  -0.3729
C (3.1758, -2.7564, -0.4800)  -0.3616
C (2.4986, -2.2489, -1.7400)  -0.6030
C (1.0599, -2.0716, -1.2794)  0.2500
H (3.5045, -1.9417, 0.1712)  0.1871
H (4.0289, -3.3988, -0.6984)  0.3234
H (2.9512, -1.3399, -2.1359)  0.3514
H (2.5443, -3.0145, -2.5195)  0.2799
H (0.8899, -1.0864, -0.8394)  -0.3089
H (0.3473, -2.2565, -2.0786)  0.3502
O (-0.0372, 1.2016, -1.8208)  -0.5768
C (-1.1737, 1.5166, -2.0197)  0.4730
O (-1.7611, 1.4347, -3.2448)  -0.3864
C (-3.0852, 1.9839, -3.1813)  -0.4181
C (-3.4794, 1.9088, -1.7187)  -0.6507
C (-2.1434, 2.0888, -1.0144)  0.2990
H (-3.0524, 3.0132, -3.5509)  0.2447
H (-3.7484, 1.4019, -3.8205)  0.3314
H (-4.2300, 2.6469, -1.4372)  0.3282
H (-3.8810, 0.9184, -1.4932)  0.2633
H (-1.9043, 3.1412, -0.8520)  0.2752
H (-2.1016, 1.5412, -0.0756)  -0.2353

Values from the calculation:
HOMO level: -4.457 eV
charge: -1
LUMO energy: 2.5886 eV
frontier orbital gap: 7.05 eV

[2]
C25H19F6N6O4PtS2Se as an isolated structure, computed with ωB97M-V with the def2-TZVPD basis set.

Each line ends with the Mulliken charge.
Geometry (Å):
Pt (-0.0330, -0.3569, -0.5079)  2.6997
C (-1.4688, -0.1862, -3.8007)  -0.6840
C (-1.8835, -1.4202, -3.0595)  0.5727
C (-2.7153, -2.3408, -3.6957)  -0.9775
C (-3.0722, -3.5044, -3.0525)  -0.8537
C (-2.5916, -3.7410, -1.7741)  -1.1018
C (-1.7951, -2.7896, -1.1667)  0.8591
N (-1.4545, -1.6468, -1.8025)  0.0638
C (-1.2398, -3.0173, 0.1931)  1.0490
C (-1.6379, -4.0924, 0.9735)  -1.1111
C (-1.0200, -4.3042, 2.1893)  -1.0245
C (-0.0444, -3.4222, 2.6161)  -1.0537
C (0.2771, -2.3245, 1.8288)  0.9864
N (-0.3118, -2.1590, 0.6383)  0.0712
C (1.2868, -1.3136, 2.2612)  0.5067
C (1.8435, -1.4020, 3.5317)  -0.6393
C (2.8262, -0.5092, 3.9190)  -1.0462
C (3.2250, 0.4495, 3.0113)  -0.9274
C (2.6114, 0.5092, 1.7650)  0.5741
C (3.1330, 1.5277, 0.7882)  0.2180
N (1.6396, -0.3405, 1.3945)  0.3014
H (-1.9382, -0.1604, -4.7799)  0.5562
H (-1.7415, 0.7221, -3.2672)  -0.0137
H (-0.3898, -0.1775, -3.9420)  -0.0246
H (-3.0588, -2.1330, -4.6993)  0.5212
H (-3.7058, -4.2334, -3.5405)  0.4828
H (-2.8251, -4.6728, -1.2843)  0.3950
H (-2.4188, -4.7587, 0.6446)  0.3846
H (-1.2936, -5.1528, 2.8019)  0.4839
H (0.4497, -3.6063, 3.5550)  0.3734
H (1.5256, -2.1580, 4.2302)  0.3821
H (3.2834, -0.5780, 4.8977)  0.5190
H (4.0124, 1.1502, 3.2553)  0.5211
H (3.5872, 2.3550, 1.3300)  0.7279
H (4.9466, 1.2920, 0.0192)  0.2977
H (2.3165, 1.9294, 0.1910)  -0.7191
F (2.4007, 0.2793, -5.0075)  -0.1253
C (3.4055, 0.2632, -4.1828)  0.6751
F (4.0514, -0.8610, -4.1916)  -0.1210
F (4.1703, 1.2996, -4.2841)  -0.1254
S (2.5380, 0.3561, -2.3526)  0.3349
O (1.3956, -0.5846, -2.4252)  -0.8369
O (4.0728, 0.8987, -0.0722)  -0.4725
N (2.1428, 1.8606, -2.3025)  -0.2479
S (0.6726, 2.4956, -2.3932)  0.9010
O (0.3527, 2.8788, -3.7175)  -0.5556
O (-0.3140, 1.6768, -1.6717)  -0.6041
C (0.8691, 4.0104, -1.3225)  0.5240
F (-0.1222, 4.8207, -1.6043)  -0.1813
F (2.0296, 4.5794, -1.5180)  -0.1801
F (0.7674, 3.6114, -0.0425)  -0.1560
Se (-3.1762, 1.0157, -0.5115)  0.5177
N (-1.8202, 0.5778, 0.6209)  -0.3968
C (-1.9008, 1.4088, 1.6420)  0.6991
C (-1.0527, 1.4074, 2.8039)  0.2837
C (-1.2696, 2.3444, 3.8114)  -0.8433
C (-2.3067, 3.2653, 3.7309)  -0.4715
C (-3.1678, 3.3023, 2.6064)  -0.5774
C (-2.9739, 2.3680, 1.5721)  0.3249
N (-3.7448, 2.2914, 0.4912)  -0.5949
H (-0.2716, 0.6633, 2.8992)  0.3559
H (-0.6319, 2.3500, 4.6855)  0.5019
H (-2.4708, 3.9594, 4.5463)  0.4696
H (-3.9700, 4.0278, 2.5275)  0.5318

Values from the calculation:
HOMO level (spin up / spin down): -16.880 / -16.886 eV
charge: +3
LUMO energy (spin up / spin down): -10.7030 / -12.6187 eV
multiplicity: 5
relative energy (zero: lowest compared OMol25 entry of this formula, charge and spin): 0.000 eV
expectation value of S²: 6.04
frontier orbital gap (spin up / spin down): 6.18 / 4.27 eV

[3]
C6H24B2Cl5Mg2O6S2 as an isolated structure in a non-equilibrium geometry, computed with ωB97M-V with the def2-TZVPD basis set.

Each line ends with the Mulliken charge.
Geometry (Å):
Mg (23.9681, -29.9085, 2.3993)  0.4629
Mg (23.2100, -29.8396, 6.2335)  0.3940
Cl (24.9404, -31.7588, 1.6213)  -0.6240
Cl (25.6943, -28.4609, 3.0854)  -0.0860
Cl (22.6152, -28.9547, 0.9431)  -0.6609
Cl (24.0406, -31.6962, 7.3063)  -0.7215
Cl (21.1050, -29.2056, 6.7808)  -0.6992
B (23.0984, -30.4458, 4.1785)  0.6248
H (23.1934, -29.3840, 4.3458)  -0.0641
H (22.5942, -30.5574, 3.2311)  -0.1167
H (24.0513, -30.9515, 4.1991)  -0.1416
H (22.4744, -30.8443, 4.9634)  -0.0879
B (24.6986, -28.3400, 6.3699)  0.1383
H (24.9630, -29.2894, 5.9305)  -0.0457
H (25.6005, -27.8895, 6.7543)  -0.2284
H (24.2549, -27.6953, 5.6272)  -0.1770
H (24.0067, -28.4920, 7.1838)  0.0624
O (23.6374, -36.2160, 3.1580)  -0.6245
S (23.1548, -35.6696, 4.4280)  1.1698
O (21.9444, -36.1115, 5.0617)  -0.6194
O (24.4262, -35.6539, 5.5553)  -0.3248
C (25.4721, -34.8055, 5.2650)  0.0470
C (26.7000, -35.5278, 5.9593)  -1.3832
C (22.9239, -33.8741, 4.1856)  -0.7520
H (25.3269, -33.7655, 5.5573)  0.1658
H (25.6665, -34.7455, 4.1941)  0.3961
H (27.6149, -35.0133, 5.6654)  0.3643
H (26.7341, -36.5219, 5.5134)  0.3377
H (26.6687, -35.7878, 7.0173)  0.3343
H (22.1759, -33.7443, 3.4035)  0.4827
H (23.8792, -33.4723, 3.8480)  0.0857
H (22.5917, -33.5029, 5.1551)  0.3115
O (19.3133, -31.6018, 1.8436)  -0.5670
S (18.5370, -30.4222, 2.1072)  1.1173
O (17.4440, -30.1480, 1.1551)  -0.6784
O (17.9056, -30.6921, 3.5978)  -0.3517
C (18.7154, -30.9564, 4.6783)  0.4797
C (17.8132, -31.7591, 5.5657)  -1.5294
C (19.4248, -28.7382, 2.4081)  -0.4784
H (19.0002, -29.9863, 5.0856)  0.1579
H (19.5934, -31.5447, 4.4118)  0.0952
H (17.3298, -32.6518, 5.1689)  0.3649
H (16.8697, -31.2837, 5.8338)  0.3562
H (18.4070, -32.0989, 6.4143)  0.3701
H (18.7686, -28.1514, 3.0509)  0.3494
H (19.7760, -28.1992, 1.5282)  0.3527
H (20.2448, -29.0188, 3.0690)  -0.0588

Values from the calculation:
HOMO level (spin up / spin down): -4.100 / -4.093 eV
charge: -2
LUMO energy (spin up / spin down): 4.4464 / -0.2604 eV
multiplicity: 2
expectation value of S²: 0.75
frontier orbital gap (spin up / spin down): 8.55 / 3.83 eV

[4]
A 2-piece molecular cluster, C3H11NO3P overall in a non-equilibrium geometry, computed with ωB97M-V with the def2-TZVPD basis set.

Each line ends with the Mulliken charge.
Geometry (Å):
C (2.0244, -0.0258, -1.1281)  -1.2017
C (1.3421, 0.5332, 1.2856)  -0.7851
C (1.5329, -0.5783, 0.2554)  0.4352
N (-2.5946, 1.1108, 0.2034)  -0.3462
O (-2.1923, -0.4212, -1.8121)  -0.4391
O (-2.7094, -1.4317, 0.5028)  -0.4477
O (0.4739, -1.3686, 0.3046)  -0.4335
P (-1.9332, -0.3564, -0.2636)  0.8287
H (2.1344, -0.8542, -1.8863)  0.3304
H (1.3943, 0.8479, -1.4216)  0.3101
H (3.0832, 0.3885, -0.9624)  0.3804
H (0.2440, 0.7911, 1.2408)  0.1123
H (2.0059, 1.5247, 1.0182)  0.2852
H (1.4875, 0.2330, 2.3622)  0.3033
H (2.4103, -1.0766, 0.4452)  0.3438
H (-2.1622, 1.9024, -0.2317)  0.2598
H (-2.9194, 1.0744, 1.1004)  0.2561
H (-1.3788, -0.5941, -2.3348)  0.4002
H (-2.2431, -1.6991, 1.3219)  0.4078

Values from the calculation:
HOMO level (spin up / spin down): -13.631 / -14.061 eV
charge: +1
LUMO energy (spin up / spin down): -3.1885 / -7.2100 eV
multiplicity: 3
relative energy (zero: lowest compared OMol25 entry of this formula, charge and spin): 0.000 eV
expectation value of S²: 2.01
frontier orbital gap (spin up / spin down): 10.44 / 6.85 eV

> Which of these has the highest charge?

C25H19F6N6O4PtS2Se

> The lowest charge belongs to which entry?

C6H24B2Cl5Mg2O6S2